Entry 1:
{
  "formula": "C5H6NOP",
  "method": "ωB97M-V/def2-TZVPD",
  "de_lowest_kj_mol": 332.1,
  "total_charge": 0,
  "fmax_ha_per_bohr": 0.0892,
  "lumo_ev": [-0.25, -0.25],
  "homo_energy_ha": [-0.286, -0.286],
  "orbital_gap_ev": [7.544, 7.542],
  "spin_multiplicity": 1,
  "elements": ["N", "H", "H", "C", "P", "H", "C", "C", "O", "C", "C", "H", "H", "H"],
  "xyz": [[-0.232, 1.247, -0.251], [-1.694, 1.808, -1.609], [-0.901, -2.408, -0.420], [-0.818, -1.355, -0.394], [0.866, 1.967, 0.701], [-2.366, -0.891, -1.791], [1.255, -0.593, 1.263], [0.120, -0.895, 0.360], [1.037, 0.753, 1.794], [-1.645, -0.401, -1.193], [-1.268, 0.893, -1.071], [2.044, 1.392, -0.190], [1.398, -1.175, 2.154], [2.204, -0.342, 0.647]],
  "atomic_forces_ev_per_a": [[-1.8, -4.2, -0.6], [0.1, -1.8, 0.5], [-0.6, -1.1, -0.2], [-0.5, 1.4, -0.7], [1.7, -1.2, -1.2], [-0.9, 0.4, -0.7], [0.6, 2.7, -1.6], [1.1, 3.4, 0.5], [-0.1, -0.2, 1.0], [1.3, -1.5, 0.9], [0.9, 2.9, 0.4], [-0.8, 1.1, 1.1], [0.1, -0.7, -0.1], [-1.0, -1.4, 0.6]]
}

=====

Entry 2:
{
  "formula": "C5H6NS",
  "method": "ωB97M-V/def2-TZVPD",
  "de_lowest_kj_mol": 269.8,
  "total_charge": 1,
  "fmax_ha_per_bohr": 0.1132,
  "lumo_ev": -6.42,
  "homo_energy_ha": -0.485,
  "orbital_gap_ev": 6.786,
  "spin_multiplicity": 1,
  "elements": ["C", "H", "H", "C", "H", "H", "C", "H", "N", "H", "C", "C", "S"],
  "xyz": [[1.333, -0.874, -0.091], [0.439, 2.105, 0.861], [-1.712, 0.938, -0.056], [-2.319, -1.916, 0.164], [0.809, -1.724, -0.430], [0.850, 2.050, -0.833], [0.987, 1.589, 0.091], [-3.018, -2.633, -0.193], [-1.715, -0.918, 0.112], [1.991, 1.652, 0.150], [0.417, 0.236, 0.075], [-0.981, 0.171, 0.044], [2.919, -0.678, 0.107]],
  "atomic_forces_ev_per_a": [[0.2, 0.7, 0.5], [0.2, 0.8, 0.2], [0.4, 1.6, 0.2], [1.2, 3.3, -0.5], [0.1, -1.6, -0.3], [-1.0, 1.0, -1.8], [-3.0, -0.2, 0.9], [-0.2, -0.8, 0.2], [-1.5, -5.6, 0.1], [3.3, -0.2, 1.1], [-1.8, 0.8, -0.6], [2.3, 1.0, 0.2], [-0.3, -0.8, -0.1]]
}

=====

Entry 3:
{
  "formula": "C5H6NS",
  "method": "ωB97M-V/def2-TZVPD",
  "de_lowest_kj_mol": 339.7,
  "total_charge": 1,
  "fmax_ha_per_bohr": 0.0763,
  "lumo_ev": -6.18,
  "homo_energy_ha": -0.505,
  "orbital_gap_ev": 7.553,
  "spin_multiplicity": 1,
  "elements": ["H", "N", "C", "H", "H", "S", "H", "C", "H", "C", "C", "H", "C"],
  "xyz": [[-1.090, 1.763, 0.141], [2.466, -0.902, 0.222], [-1.111, 0.631, 0.097], [0.544, -1.435, 1.273], [-1.732, 0.289, -0.869], [3.051, 0.716, 0.036], [1.125, 2.230, -0.389], [1.873, -1.796, -0.480], [-1.432, 0.054, 1.010], [0.367, 0.294, 0.084], [1.346, 1.161, -0.139], [2.060, -2.467, -1.218], [1.009, -1.069, 0.451]],
  "atomic_forces_ev_per_a": [[-0.9, -1.5, 0.4], [0.0, -0.3, -0.3], [0.2, -0.5, -1.0], [-0.5, -1.9, 2.8], [1.6, 0.6, 2.3], [-0.5, -0.4, 0.0], [0.5, -1.0, 0.4], [-0.6, 2.5, 2.9], [-0.6, 1.2, -0.8], [0.8, -1.4, -1.5], [0.0, 1.9, -0.4], [0.6, -1.8, -2.3], [-0.6, 2.3, -2.4]]
}

=====

Entry 4:
{
  "formula": "C5H6O",
  "method": "ωB97M-V/def2-TZVPD",
  "de_lowest_kj_mol": 362.5,
  "total_charge": 0,
  "fmax_ha_per_bohr": 0.0168,
  "lumo_ev": [-0.29, -0.29],
  "homo_energy_ha": [-0.298, -0.298],
  "orbital_gap_ev": [7.808, 7.808],
  "spin_multiplicity": 1,
  "elements": ["H", "H", "H", "H", "C", "C", "C", "H", "C", "C", "H", "O"],
  "xyz": [[0.245, -2.858, 1.873], [0.628, 0.640, -1.743], [0.714, 2.274, -1.037], [-1.155, 1.697, 0.585], [0.205, -2.023, 1.182], [-0.921, -1.565, 0.550], [-0.644, 0.951, -0.002], [-0.696, 1.791, -1.977], [0.053, 1.432, -1.255], [-0.944, -0.316, 0.227], [1.132, -0.570, 0.619], [1.384, -1.453, 0.979]],
  "atomic_forces_ev_per_a": [[0.0, 0.1, 0.0], [0.0, 0.1, 0.1], [0.0, -0.1, 0.0], [-0.2, 0.3, 0.0], [-0.1, -0.1, 0.0], [0.0, 0.0, 0.2], [-0.8, -0.2, -0.1], [0.2, -0.1, 0.2], [0.1, 0.0, 0.0], [0.6, 0.4, -0.1], [0.5, -0.1, -0.1], [-0.1, -0.1, -0.1]]
}

=====

Entry 5:
{
  "formula": "C5H6O",
  "method": "ωB97M-V/def2-TZVPD",
  "de_lowest_kj_mol": 454.2,
  "total_charge": 0,
  "fmax_ha_per_bohr": 0.0888,
  "lumo_ev": 0.81,
  "homo_energy_ha": -0.337,
  "orbital_gap_ev": 9.977,
  "spin_multiplicity": 1,
  "elements": ["H", "C", "H", "H", "C", "H", "H", "O", "C", "C", "H", "C"],
  "xyz": [[0.023, -2.663, 0.738], [-0.302, -1.772, 0.380], [-0.803, -1.371, 1.214], [2.152, 1.822, 1.237], [2.139, -1.225, -0.567], [0.361, 2.014, 0.684], [0.732, 0.778, 1.889], [2.228, 0.355, -0.921], [1.095, 1.253, 1.044], [0.774, -0.998, -0.270], [-1.040, -1.898, -0.375], [1.268, 0.325, -0.028]],
  "atomic_forces_ev_per_a": [[1.1, -3.0, 0.6], [-0.2, 1.4, -1.6], [-0.4, 1.4, 1.0], [-2.7, -1.4, -0.3], [-1.6, 1.0, 0.0], [0.5, -0.4, 0.4], [-0.7, -0.7, 1.8], [1.2, 0.5, 0.0], [2.6, 3.7, -0.6], [1.2, 1.0, 1.5], [-0.9, -0.6, -0.5], [-0.2, -2.9, -2.2]]
}

=====

Entry 6:
{
  "formula": "C5H6O",
  "method": "ωB97M-V/def2-TZVPD",
  "de_lowest_kj_mol": 195.9,
  "total_charge": 0,
  "fmax_ha_per_bohr": 0.0126,
  "lumo_ev": 0.80,
  "homo_energy_ha": -0.334,
  "orbital_gap_ev": 9.880,
  "spin_multiplicity": 1,
  "elements": ["C", "H", "C", "H", "H", "H", "C", "C", "C", "H", "O", "H"],
  "xyz": [[-0.681, 1.204, -1.010], [0.784, 2.225, 0.324], [0.124, -1.578, 1.044], [1.264, 0.295, -1.271], [-0.095, -2.600, 1.337], [-0.258, -1.895, -0.993], [0.050, 1.426, 0.247], [0.040, -1.185, -0.222], [0.353, 0.204, -0.675], [0.427, -0.889, 1.831], [-1.517, 1.580, -1.781], [-0.491, 1.215, 1.168]],
  "atomic_forces_ev_per_a": [[-0.2, 0.1, -0.2], [-0.1, -0.1, -0.1], [0.0, 0.0, -0.1], [-0.2, 0.0, 0.1], [0.0, 0.1, -0.1], [0.1, 0.1, 0.1], [0.0, 0.2, 0.1], [0.0, -0.1, 0.2], [0.0, -0.1, -0.1], [-0.1, -0.1, -0.1], [0.4, -0.2, 0.4], [0.1, 0.0, -0.2]]
}

=====

Entry 7:
{
  "formula": "C5H6O",
  "method": "ωB97M-V/def2-TZVPD",
  "de_lowest_kj_mol": 371.6,
  "total_charge": 0,
  "fmax_ha_per_bohr": 0.0892,
  "lumo_ev": 0.73,
  "homo_energy_ha": -0.330,
  "orbital_gap_ev": 9.722,
  "spin_multiplicity": 1,
  "elements": ["H", "C", "H", "C", "O", "C", "C", "H", "H", "C", "H", "H"],
  "xyz": [[-0.406, 3.186, 1.608], [-0.392, -0.998, 0.294], [-0.062, -3.137, -0.093], [0.212, 2.439, 1.015], [0.586, -2.023, -1.646], [0.093, -2.139, -0.550], [-0.258, 1.420, 0.381], [-0.443, 0.444, -1.405], [1.272, 1.945, 0.497], [-0.246, 0.339, -0.348], [-1.465, -1.154, 0.472], [0.080, -1.053, 1.286]],
  "atomic_forces_ev_per_a": [[1.8, -0.8, -0.9], [-0.2, -0.1, 0.0], [0.1, 0.0, -0.1], [1.5, -1.2, -1.0], [-0.2, -0.1, 0.5], [0.1, 0.0, -0.3], [-0.7, -0.6, -0.5], [0.1, -0.2, -0.2], [-1.4, 3.5, 2.7], [-1.2, 0.0, -0.1], [0.1, -0.4, 0.1], [0.0, 0.0, -0.2]]
}

=====

Entry 8:
{
  "formula": "C5H6O",
  "method": "ωB97M-V/def2-TZVPD",
  "de_lowest_kj_mol": 175.4,
  "total_charge": 0,
  "fmax_ha_per_bohr": 0.0117,
  "lumo_ev": 0.45,
  "homo_energy_ha": -0.376,
  "orbital_gap_ev": 10.666,
  "spin_multiplicity": 1,
  "elements": ["C", "C", "H", "H", "H", "C", "H", "O", "H", "C", "H", "C"],
  "xyz": [[-0.309, 0.309, -0.515], [1.764, -0.532, 0.541], [-0.028, 0.121, 1.610], [-0.225, -1.405, 0.779], [2.226, -1.050, 1.385], [-1.738, 0.603, -0.668], [2.008, -1.069, -0.380], [0.417, 0.681, -1.414], [2.208, 0.463, 0.451], [-2.819, 0.975, -1.053], [-3.756, 1.323, -1.432], [0.251, -0.418, 0.694]],
  "atomic_forces_ev_per_a": [[0.3, 0.1, -0.3], [0.1, 0.0, 0.0], [0.0, 0.0, -0.2], [0.0, 0.2, -0.1], [-0.1, 0.0, -0.1], [-0.5, 0.2, -0.3], [0.0, 0.0, 0.2], [-0.2, -0.1, 0.3], [0.0, -0.2, 0.1], [0.5, -0.2, 0.2], [0.1, -0.1, 0.2], [0.0, 0.0, 0.0]]
}

=====

Entry 9:
{
  "formula": "C5H6O",
  "method": "ωB97M-V/def2-TZVPD",
  "de_lowest_kj_mol": 339.2,
  "total_charge": 0,
  "fmax_ha_per_bohr": 0.0228,
  "lumo_ev": 1.20,
  "homo_energy_ha": -0.336,
  "orbital_gap_ev": 10.346,
  "spin_multiplicity": 1,
  "elements": ["C", "H", "H", "C", "C", "C", "H", "H", "O", "C", "H", "H"],
  "xyz": [[0.443, 0.514, -0.704], [1.047, 1.266, -1.181], [-1.821, 0.955, -0.045], [1.110, 0.062, 0.631], [-0.183, -0.052, 1.266], [-0.910, 0.363, -0.036], [-1.135, -0.387, -2.079], [-0.497, 0.163, 2.277], [0.626, -1.207, 1.043], [-0.521, -0.529, -1.188], [-0.229, -1.555, -1.002], [2.069, 0.407, 1.016]],
  "atomic_forces_ev_per_a": [[0.6, -0.1, 0.1], [-0.8, 0.4, -0.7], [0.4, 0.0, -0.1], [0.2, 0.1, 0.1], [-0.2, 0.0, 0.4], [-0.2, 0.0, 0.1], [0.5, 0.3, 0.1], [0.0, -0.1, 0.0], [-0.1, -0.3, 0.1], [0.1, -0.2, 0.0], [-0.3, 0.0, 0.0], [-0.3, -0.2, -0.1]]
}